C33H42BrCaN4O5SSb as an isolated structure at a distorted geometry. Source: the OMol25 dataset; level of theory: wB97M-V/def2-TZVPD.

ORCA input file:
```
! wB97M-V def2-TZVPD RIJCOSX def2/J DEFGRID3
* xyz 0 1
Ca -0.86 -0.72 -0.10
C -2.56 -0.94 2.59
C -2.68 -1.99 1.69
C -1.78 -3.05 1.72
C -0.78 -3.07 2.69
C -0.66 -2.03 3.60
C -1.54 -0.96 3.54
H -3.28 -0.13 2.59
H -3.51 -2.02 0.99
H -1.90 -3.87 1.02
H -0.09 -3.91 2.74
H 0.11 -2.07 4.36
H -1.46 -0.15 4.26
Br 2.74 -0.44 -2.16
C 1.37 -1.56 -2.84
C 1.58 -2.30 -3.99
C 0.53 -3.08 -4.45
C -0.67 -3.09 -3.76
C -0.78 -2.30 -2.63
N 0.22 -1.54 -2.18
C -2.03 -2.23 -1.77
O -2.57 -3.28 -1.44
O -2.34 -1.04 -1.39
H 2.53 -2.27 -4.49
H 0.65 -3.67 -5.35
H -1.51 -3.70 -4.08
C -4.34 3.77 -1.16
C -3.86 2.32 -1.22
C -3.83 1.83 -2.66
C -4.74 1.40 -0.38
Sb -1.81 2.07 -0.38
C -0.41 2.95 -1.87
C -0.34 1.95 -3.03
C -0.83 4.32 -2.39
C 0.95 3.02 -1.18
C -1.68 3.40 1.41
C -1.48 4.87 1.07
C -0.48 2.87 2.19
C -2.94 3.22 2.24
H -5.31 3.85 -1.66
H -3.64 4.44 -1.67
H -4.47 4.11 -0.14
H -4.86 1.74 -3.03
H -3.36 0.85 -2.74
H -3.31 2.54 -3.32
H -5.77 1.42 -0.77
H -4.77 1.71 0.67
H -4.39 0.37 -0.44
H -1.24 1.99 -3.65
H -0.22 0.93 -2.69
H 0.51 2.20 -3.67
H -1.80 4.27 -2.90
H -0.09 4.67 -3.12
H -0.89 5.06 -1.60
H 1.22 2.07 -0.73
H 0.96 3.79 -0.41
H 1.72 3.28 -1.91
H -0.54 5.04 0.54
H -1.44 5.46 1.99
H -2.30 5.26 0.46
H 0.45 2.95 1.62
H -0.62 1.82 2.47
H -0.35 3.44 3.11
H -3.81 3.66 1.77
H -2.80 3.71 3.21
H -3.14 2.16 2.43
O 6.89 -6.49 0.41
S 6.36 -6.34 1.76
O 4.97 -6.73 1.91
O 7.24 -6.75 2.83
C 6.32 -4.51 1.86
N 7.47 -3.84 2.00
C 7.40 -2.52 1.95
C 6.21 -1.84 1.72
C 5.07 -2.63 1.59
N 5.13 -3.95 1.70
C 3.72 -2.11 1.33
C 2.80 -2.96 0.70
C 1.51 -2.52 0.50
N 1.08 -1.30 0.85
C 1.97 -0.49 1.45
C 3.27 -0.85 1.71
H 8.33 -1.98 2.10
H 6.18 -0.76 1.60
H 3.11 -3.96 0.42
H 0.78 -3.18 0.04
H 1.60 0.49 1.74
H 3.93 -0.16 2.22
*
```

## Properties
relative energy (zero: lowest compared OMol25 entry of this formula, charge and spin)	157.4	kJ/mol
Kohn-Sham gap	6.3	eV
E_HOMO	-7.14	eV
E_LUMO	-0.0317	hartree
electronic energy	-156955.7323	eV

These are the Löwdin partial charges, in e, on atoms 1 to 4: Ca 1.17; C -0.11; C -0.14; C -0.10

=====

An isolated molecule of C4H6ClNO at a distorted geometry. Source: the OMol25 dataset; level of theory: wB97M-V/def2-TZVPD.

ORCA input file:
```
! wB97M-V def2-TZVPD RIJCOSX def2/J DEFGRID3
* xyz 0 1
C -1.02 1.75 0.00
C -0.08 0.61 0.00
C 1.25 0.80 0.00
Cl 2.44 -0.48 0.00
N -0.59 -0.71 0.00
C -1.88 -1.12 0.00
O -2.87 -0.42 -0.01
H -0.48 2.71 0.00
H -1.67 1.70 0.90
H -1.66 1.71 -0.86
H 1.66 1.76 -0.04
H 0.11 -1.44 0.02
H -1.96 -2.19 0.03
*
```

## Properties
SMILES	C/C(=C/Cl)NC=O
relative energy (zero: lowest compared OMol25 entry of this formula, charge and spin)	66.6	kJ/mol
Kohn-Sham gap	9.6	eV
E_HOMO	-8.86	eV
E_LUMO	0.0275	hartree
electronic energy	-20305.1883	eV

These are the natural (NBO) partial charges, in e, on atoms 1 to 4: C -0.64; C 0.17; C -0.27; Cl -0.03

=====

Which value of E_HOMO does entry 2 give?
-8.86 eV

=====

electronic energy of number 1 (C33H42BrCaN4O5SSb)?
-156955.7323 eV